Model w:
One molecule with the formula C2H3NP2. Source: OMol25; level of theory: ωB97M-V/def2-TZVPD.

Computed properties:
E_LUMO (alpha / beta) = 0.005 / -0.058 Ha
HOMO energy (alpha / beta) = -7.0 / -9.1 eV
Multiplicity = 3

Geometry as XYZ:
```
8
C2H3NP2 (ωB97M-V/def2-TZVPD)
C -1.3921 -0.8344 -0.9717
C 0.4686 0.9189 1.8642
N 0.5427 -0.3172 1.6039
P 1.5099 0.5665 0.4175
P -0.1502 0.1112 -1.4746
H -1.7048 -0.6314 0.0197
H -0.1208 1.5281 2.5372
H 0.3770 -0.9740 -2.3007
```

natural (NBO) population analysis, charges in e, atoms 1 to 5:
1 C -0.50
2 C -0.16
3 N -0.53
4 P 0.60
5 P 0.22

Model x:
A 2-piece molecular cluster, C2H3NP2 overall. Source: OMol25; level of theory: ωB97M-V/def2-TZVPD.

Computed properties:
E_LUMO (alpha / beta) = -0.039 / -0.158 Ha
HOMO energy (alpha / beta) = -7.7 / -10.3 eV
Multiplicity = 3

Geometry as XYZ:
```
8
C2H3NP2 (ωB97M-V/def2-TZVPD)
C -2.8387 -0.5475 -0.0328
C -0.7240 -0.1803 -0.6849
N -3.9079 -0.5587 0.3544
P -0.7757 -0.6268 -2.2712
P 0.3013 -0.0858 0.7479
H 0.6227 -0.5886 -2.4941
H 0.1547 1.2850 1.0004
H -0.6548 -0.4432 1.6984
```

natural (NBO) population analysis, charges in e, atoms 1 to 5:
1 C 0.20
2 C -0.83
3 N -0.47
4 P 0.64
5 P 0.49

model w comes first in stability; the runner-up is 1.226 eV higher.